Formula: C17H29N2O6
Source: the OMol25 dataset
Level of theory: ωB97M-V/def2-TZVPD

Computed properties:
- E (hartree) = -1225.87478
- total charge = +1

```
54
Properties=species:S:1:pos:R:3:forces:R:3:nbo_charge:R:1
C -3.20873 -1.83738 1.20640 0.7 -0.2 -0.7 -0.65
C -2.87687 -1.92592 -0.30274 0.1 0.3 0.5 -0.06
O -1.61150 -2.59053 -0.52785 0.0 0.6 -0.3 -0.54
C -0.59365 -1.62719 -0.53628 0.5 0.2 0.7 -0.08
C 0.80632 -2.27294 -0.50164 -1.3 -0.4 0.0 -0.09
O 1.65051 -1.51858 0.38327 0.2 0.2 -0.8 -0.51
C 2.50999 -0.64364 -0.25165 1.3 -0.6 0.8 0.11
N 2.27705 0.76151 0.15078 -1.0 -1.0 -2.1 -0.29
C 2.77557 1.44383 1.13843 0.7 -0.1 1.0 0.27
N 2.29947 2.68926 1.08519 -0.3 -0.1 -0.5 -0.47
C 1.46850 2.76697 -0.00714 -1.3 1.2 -1.6 0.18
C 0.68578 3.95235 -0.51893 0.5 0.0 0.7 -0.65
C 1.43120 1.56576 -0.61885 0.9 0.1 1.4 -0.08
H -4.25487 -1.56841 1.33556 0.1 -0.2 0.1 0.25
H -2.93439 -2.79899 1.65246 -0.4 0.1 0.1 0.21
H -2.58875 -1.07354 1.69333 -0.1 -0.1 -0.1 0.19
H -2.80096 -0.90442 -0.69981 -0.2 -0.2 -0.2 0.16
H -3.62330 -2.46285 -0.88909 0.0 0.0 0.3 0.20
H -0.66332 -1.02335 0.38640 0.1 0.0 -0.2 0.17
H -0.67528 -0.91699 -1.38204 -0.2 -0.3 0.0 0.15
H 0.71233 -3.28517 -0.09751 0.1 0.2 0.1 0.22
H 1.21097 -2.37576 -1.51552 0.3 0.2 0.3 0.18
H 3.53729 -0.91034 0.04271 -0.1 0.3 0.0 0.20
H 2.48672 -0.67432 -1.34456 -0.3 0.1 0.1 0.20
H 3.46452 1.03545 1.86505 -0.1 0.2 0.0 0.25
H 2.52018 3.45983 1.69859 0.1 -0.1 0.1 0.46
H 1.33295 4.81101 -0.72569 -0.2 -0.1 0.3 0.25
H 0.21242 3.68804 -1.46550 0.0 -0.1 0.2 0.25
H -0.07438 4.19609 0.23016 0.0 0.3 -0.3 0.25
H 0.89075 1.25618 -1.49757 0.1 -0.2 0.1 0.26
O -5.78538 -0.95386 -0.17584 0.1 0.0 -0.3 -0.59
C -6.61724 -1.63897 -0.70197 -0.2 0.3 0.3 0.80
O -6.56310 -1.99268 -2.00540 0.1 0.0 0.1 -0.49
C -7.75300 -2.72027 -2.36601 -0.2 -0.2 -0.1 -0.07
C -8.29477 -3.26877 -1.05659 -0.1 -0.1 0.1 -0.43
C -7.87311 -2.19239 -0.06191 0.0 -0.5 -0.3 -0.53
H -8.44801 -2.02969 -2.84784 0.0 0.0 0.0 0.18
H -7.49519 -3.50725 -3.07086 0.2 0.1 0.0 0.20
H -9.36653 -3.45578 -1.07949 0.0 0.0 -0.1 0.23
H -7.79558 -4.20837 -0.81342 0.0 0.0 0.0 0.21
H -8.61123 -1.39251 0.01382 0.1 0.0 0.1 0.24
H -7.65879 -2.60408 0.92066 0.0 0.3 0.1 0.25
O 9.37206 3.50434 0.26986 -0.2 0.1 -0.2 -0.52
C 8.31192 3.08180 0.60227 0.5 0.0 0.3 0.78
O 7.12730 3.55808 0.11162 -0.1 0.0 -0.1 -0.49
C 6.03493 2.92865 0.77991 0.0 -0.1 0.0 -0.07
C 6.59744 1.62509 1.33441 -0.1 -0.2 0.2 -0.43
C 8.04460 2.00104 1.63142 -0.5 -0.2 -0.2 -0.53
H 5.67799 3.59664 1.57115 0.0 0.0 0.0 0.17
H 5.22601 2.75871 0.06768 0.1 0.2 -0.1 0.18
H 6.05094 1.25253 2.20212 0.0 0.1 0.0 0.21
H 6.57041 0.85250 0.56278 0.0 0.0 0.0 0.21
H 8.16094 2.42723 2.62857 0.1 0.0 0.0 0.24
H 8.72085 1.16206 1.49709 0.2 0.2 0.1 0.25
```
Forces are in eV/Å.



Formula: C17H29N5O7
Source: the OMol25 dataset
Level of theory: ωB97M-V/def2-TZVPD

Computed properties:
- E (hartree) = -1465.67045
- SMILES = COCCOCC(=O)NC[C@@]1(OC)CCN(C(=O)CCCn2c(O)nnc2O)C1

```
58
Properties=species:S:1:pos:R:3:forces:R:3:nbo_charge:R:1
C 2.09164 -3.82537 -1.56227 0.0 0.0 0.0 -0.25
O 0.71342 -3.60949 -1.76495 0.0 0.0 0.0 -0.54
C 0.44332 -2.30556 -2.22067 0.0 0.0 0.0 -0.08
C -1.04653 -2.09694 -2.24013 0.0 0.1 0.0 -0.09
O -1.53977 -2.23190 -0.91096 0.0 -0.1 0.0 -0.56
C -2.89508 -1.81996 -0.79073 0.0 0.0 0.1 -0.15
C -3.01470 -0.30257 -0.94465 0.0 0.0 -0.1 0.65
O -3.77193 0.20963 -1.75239 0.0 0.0 0.0 -0.64
N -2.17488 0.37278 -0.13474 0.0 0.0 0.0 -0.65
C -1.96012 1.79414 -0.22416 0.0 0.0 0.0 -0.27
C -0.79994 2.17907 -1.16010 0.0 0.0 0.0 0.27
O -1.05934 1.84287 -2.50703 0.0 0.0 0.0 -0.54
C -2.11323 2.55590 -3.13623 0.0 0.0 0.0 -0.26
C -0.41046 3.64369 -0.91952 0.0 0.0 0.0 -0.45
C 0.47122 3.58882 0.32910 0.1 0.0 0.0 -0.21
N 1.03006 2.23418 0.30407 -0.1 0.0 0.0 -0.44
C 1.83072 1.80988 1.30985 0.0 0.0 0.0 0.69
O 2.12031 2.54475 2.24149 0.0 0.0 0.0 -0.64
C 2.35445 0.38471 1.19917 0.1 0.0 0.0 -0.51
C 2.94582 -0.14186 2.50885 -0.1 0.0 0.0 -0.43
C 2.35577 -1.49510 2.90760 0.0 0.0 0.0 -0.21
N 0.89865 -1.41419 2.97183 0.0 -0.1 0.0 -0.42
C 0.00801 -1.77955 1.99945 0.0 0.1 0.0 0.64
O 0.39309 -2.58032 1.01545 0.0 0.0 0.0 -0.69
N -1.15541 -1.23571 2.17717 0.0 0.0 0.0 -0.42
N -1.06027 -0.45035 3.33788 0.0 0.0 0.0 -0.37
C 0.14990 -0.58084 3.75764 0.0 0.0 0.0 0.61
O 0.70684 -0.02005 4.83557 0.0 0.0 0.0 -0.66
C 0.49103 1.44651 -0.79273 0.0 0.0 0.0 -0.23
H 2.21422 -4.84721 -1.21135 0.0 0.0 0.0 0.20
H 2.65516 -3.69401 -2.49336 0.0 0.0 0.0 0.17
H 2.48721 -3.13586 -0.80725 0.0 0.0 0.0 0.17
H 0.91395 -1.56892 -1.55338 0.0 0.0 0.0 0.17
H 0.84443 -2.14759 -3.23076 0.0 0.0 0.0 0.18
H -1.26079 -1.09354 -2.62634 0.0 0.0 0.0 0.20
H -1.53097 -2.83729 -2.88486 0.0 0.0 0.0 0.19
H -3.51885 -2.29268 -1.55127 0.0 0.0 0.0 0.20
H -3.22467 -2.12198 0.20346 0.0 0.0 0.0 0.22
H -1.75322 -0.15345 0.62854 0.0 0.0 0.0 0.44
H -2.87397 2.27570 -0.57540 0.0 0.0 0.0 0.23
H -1.75529 2.17221 0.77948 0.0 0.0 0.0 0.22
H -2.08487 2.27462 -4.18667 0.0 0.0 0.0 0.20
H -3.08637 2.27573 -2.73170 0.0 0.0 0.0 0.20
H -1.96185 3.63689 -3.05908 0.0 0.0 0.0 0.16
H 0.16025 3.99150 -1.78318 0.0 0.0 0.0 0.22
H -1.26757 4.30313 -0.78289 0.0 0.0 0.0 0.22
H 1.26759 4.33277 0.31745 0.0 0.0 0.0 0.22
H -0.09220 3.73891 1.25243 0.0 0.0 0.0 0.20
H 1.54220 -0.25904 0.86407 0.0 0.0 0.0 0.22
H 3.08438 0.36023 0.38489 0.0 0.0 0.0 0.23
H 4.03152 -0.22404 2.45464 0.0 -0.1 0.0 0.22
H 2.73264 0.57919 3.29808 0.0 0.0 0.0 0.25
H 2.58549 -2.27732 2.18534 0.0 0.0 0.0 0.22
H 2.73275 -1.80839 3.88036 0.0 0.0 0.0 0.22
H -0.33028 -2.62862 0.34527 0.0 0.0 0.0 0.54
H 0.04875 0.57030 5.22596 0.0 0.0 0.0 0.51
H 0.29039 0.41518 -0.50762 0.0 0.0 0.0 0.21
H 1.14737 1.44640 -1.66873 0.0 0.0 0.0 0.20
```
Forces are in eV/Å.



Formula: C17H29N9NaO6S2
Source: the OMol25 dataset
Level of theory: ωB97M-V/def2-TZVPD

Computed properties:
- E (hartree) = -2568.28479
- total charge = -1

```
64
Properties=species:S:1:pos:R:3:forces:R:3:nbo_charge:R:1
Na 0.06440 -0.64680 0.32186 -0.3 0.2 0.1 0.92
C 3.29477 1.97550 1.09856 0.3 0.3 0.4 -0.22
C 2.44745 1.31959 2.30777 0.4 1.6 -1.2 -0.23
N 1.02037 1.51013 2.02700 -0.6 -0.6 2.2 -0.71
C 0.52664 2.85385 2.45800 0.1 -0.4 -3.6 -0.24
C -0.45911 3.43016 1.35378 0.6 1.6 0.3 -0.20
N -0.02331 3.45211 -0.03378 -0.4 -0.7 0.7 -0.67
C 1.02682 4.27863 -0.50595 0.4 0.6 -0.5 -0.22
C 2.39342 3.47850 -0.78926 -0.3 0.3 0.5 -0.22
N 2.58785 2.10843 -0.20273 0.3 1.0 0.2 -0.67
H 3.63365 3.01333 1.43554 -0.4 -1.3 -0.4 0.17
H 4.22727 1.34053 0.99674 -0.8 0.7 -0.1 0.17
H 2.61008 0.26324 2.44914 0.3 -0.4 -0.3 0.19
H 2.89961 1.84965 3.18944 -0.8 -0.5 -0.2 0.16
H 0.44913 0.82735 2.60750 0.8 0.9 -0.9 0.41
H -0.08912 2.78785 3.30674 -0.4 -0.1 1.5 0.20
H 1.41301 3.46656 2.59763 -0.1 0.4 0.2 0.17
H -1.36142 2.81866 1.37407 0.1 0.1 0.1 0.23
H -0.73228 4.51390 1.66152 0.2 -1.4 0.0 0.14
H -0.76365 3.21094 -0.67571 0.2 0.0 0.0 0.41
H 0.73138 4.75833 -1.48695 0.3 -0.6 0.8 0.19
H 1.19892 5.18742 0.15307 0.0 -1.1 -0.2 0.16
H 2.46675 3.40558 -1.87477 0.0 -0.3 0.0 0.18
H 3.16525 4.20290 -0.49450 0.4 -0.6 0.1 0.17
H 1.66381 1.69137 -0.12083 0.0 0.2 0.1 0.40
O -3.01799 -0.60131 -1.47195 1.0 1.5 -0.7 -1.07
S -1.98769 0.48232 -1.64075 -2.1 -0.7 1.6 2.57
O -2.34517 1.63006 -2.43645 -0.3 -0.3 -0.2 -0.99
O -0.67784 -0.04451 -1.92005 1.3 -0.7 -0.2 -1.06
O -1.82239 1.03962 -0.13839 0.5 0.0 -0.5 -1.02
N -1.48619 -5.12566 -0.17910 0.4 0.8 0.2 -0.86
C -1.67877 -3.76425 0.02404 1.0 0.0 -0.3 0.79
N -2.83504 -3.27236 -0.48459 0.2 -1.4 0.4 -0.82
O -0.79593 -3.07421 0.55089 -0.7 -0.5 -0.2 -0.71
H -2.21132 -5.69536 -0.52874 -0.8 -0.4 -0.2 0.38
H -0.77961 -5.58300 0.35157 0.3 0.0 0.3 0.39
H -3.27353 -3.81052 -1.21134 -0.1 -0.1 0.0 0.37
H -2.79638 -2.31105 -0.69600 -0.2 1.9 -0.3 0.45
S -1.33044 -0.31059 3.47474 -0.1 -0.3 0.2 -0.44
C -2.93295 0.21618 3.19409 -0.6 1.3 0.0 0.27
N -3.27857 0.73221 2.00768 -0.4 -0.3 -2.5 -0.56
C -4.54354 1.03261 1.67194 1.2 -0.4 1.5 0.08
C -5.53459 0.99903 2.64039 -0.4 0.0 -0.4 -0.37
C -5.14643 0.55096 3.90648 1.1 0.4 0.3 0.08
N -3.87056 0.24765 4.15408 -0.9 -1.1 1.5 -0.50
H -2.51733 0.81799 0.55785 0.2 -0.2 0.3 0.53
H -4.67962 1.25457 0.61648 -0.3 0.3 0.2 0.21
H -6.51534 1.35664 2.37231 -0.3 -0.3 0.2 0.21
H -5.81425 0.46957 4.80761 0.5 0.2 -1.2 0.19
N 1.81735 -4.61615 -4.59964 -0.4 -1.1 -3.0 -0.80
C 2.56709 -3.51215 -4.54758 1.1 1.0 0.7 0.64
O 3.13447 -2.95386 -5.45899 0.0 -0.3 -0.7 -0.60
C 2.68839 -2.98134 -3.15613 1.3 1.5 0.9 -0.08
C 3.44361 -1.76020 -2.95023 -1.7 -2.4 -0.1 -0.21
C 3.30256 -1.17945 -1.70245 -0.5 0.4 -0.2 0.05
N 2.46976 -1.59677 -0.74225 0.3 -1.9 -0.2 -0.44
C 2.01952 -2.87356 -0.89569 -0.5 0.8 1.3 0.03
C 2.10381 -3.62117 -2.04165 1.3 1.0 -1.0 -0.28
H 1.46468 -4.93029 -5.53209 0.5 0.5 1.4 0.40
H 1.24544 -4.72347 -3.81576 -1.2 -0.6 0.8 0.39
H 4.04595 -1.33131 -3.75256 -0.4 -0.1 0.3 0.25
H 3.80782 -0.26304 -1.50418 0.2 0.7 0.2 0.21
H 1.48830 -3.31366 -0.04149 0.2 0.4 -0.3 0.22
H 1.88105 -4.67788 -2.03598 -0.5 0.1 0.0 0.21
```
Forces are in eV/Å.



Formula: C17H29NO2P
Source: the OMol25 dataset
Level of theory: ωB97M-V/def2-TZVPD

Computed properties:
- E (hartree) = -1211.66254
- total charge = -1

```
50
Properties=species:S:1:pos:R:3:forces:R:3:nbo_charge:R:1
C -4.86064 0.51500 -0.00362 0.3 -0.3 -0.3 -0.63
C -4.15924 -0.81837 0.02018 0.2 -0.1 -0.1 -0.02
C -4.24504 -1.66730 1.12021 0.1 -0.3 0.0 -0.23
C -3.58003 -2.89547 1.12030 0.0 0.4 -0.4 -0.22
C -2.80832 -3.26382 0.02272 -0.2 0.4 0.3 -0.24
C -2.69094 -2.41914 -1.08366 0.0 0.0 -0.4 0.05
C -1.82822 -2.75555 -2.25136 -0.4 0.6 0.4 -0.73
P -0.26069 -1.58379 -2.26865 0.3 -0.3 0.5 0.67
C 1.25624 -0.38863 -2.22206 -0.9 -0.5 -0.3 0.00
C 2.50123 -0.87177 -1.82833 0.4 0.0 0.1 -0.28
C 3.58553 -0.02327 -1.75505 -0.3 0.2 0.0 -0.20
C 3.36111 1.31170 -2.06490 0.4 0.0 0.1 -0.32
C 2.09430 1.70271 -2.43393 -0.4 0.4 -0.1 0.03
N 1.03618 0.89517 -2.53997 0.7 -0.1 0.3 -0.44
C -3.39065 -1.20064 -1.07839 -0.1 -0.5 0.7 -0.24
H -5.24798 0.67484 -1.00630 -0.3 0.1 -0.1 0.21
H -5.66626 0.56072 0.71954 -0.1 0.1 0.1 0.20
H -4.14633 1.31636 0.17123 0.0 0.2 0.2 0.21
H -4.82792 -1.37116 1.98214 -0.1 0.0 0.1 0.18
H -3.66487 -3.55887 1.96737 0.0 -0.1 0.2 0.19
H -2.27483 -4.20175 0.02650 0.1 -0.2 0.0 0.20
H -1.54460 -3.80489 -2.24848 0.1 -0.1 -0.1 0.20
H -2.39886 -2.49212 -3.14139 0.2 -0.2 -0.3 0.20
H 0.57141 -2.66841 -1.67695 0.1 0.1 0.0 -0.21
H -0.55832 -1.14034 -0.88098 -0.1 0.2 -0.1 -0.20
H -1.07576 -0.51357 -2.83033 0.0 0.1 0.0 -0.17
H 0.12301 -2.08280 -3.60917 -0.1 0.0 -0.2 -0.20
H 2.59203 -1.91479 -1.56654 0.0 -0.2 0.0 0.22
H 4.56847 -0.35080 -1.44800 0.1 -0.2 0.0 0.19
H 4.15544 2.04037 -2.01211 0.1 0.1 0.0 0.20
H 1.92287 2.75296 -2.64415 -0.1 0.1 -0.1 0.17
H -3.32727 -0.53948 -1.92825 0.1 0.1 -0.2 0.21
C 5.13001 2.54343 1.30319 0.0 0.0 0.0 -0.63
C 4.26730 1.87987 2.36005 -0.1 -0.2 -0.3 -0.06
O 2.95455 1.63218 1.86317 0.1 0.2 0.2 -0.74
H 4.68123 3.48319 0.98027 0.0 0.0 0.0 0.21
H 6.14059 2.74153 1.66601 0.0 0.0 0.0 0.20
H 5.19261 1.89090 0.42968 0.1 0.0 0.0 0.21
H 4.16152 2.51737 3.23707 -0.1 0.0 0.0 0.17
H 4.71648 0.93324 2.67961 0.1 0.1 0.1 0.16
H 3.03058 1.05812 1.09168 -0.2 0.0 -0.1 0.48
C -0.93369 1.07777 1.60322 0.1 0.0 0.1 -0.64
C -0.79611 1.55109 3.04048 0.2 0.0 -0.2 -0.06
O 0.47731 1.22394 3.58826 -0.2 0.1 0.2 -0.74
H -0.78530 0.00021 1.53651 -0.1 0.0 0.0 0.23
H -1.92068 1.31551 1.20172 0.0 0.0 0.0 0.20
H -0.18122 1.54928 0.96727 0.0 0.0 0.0 0.21
H -1.53863 1.06562 3.67421 0.0 0.0 0.1 0.16
H -0.95391 2.63549 3.10443 -0.1 0.0 0.0 0.14
H 1.14635 1.65814 3.04553 0.2 -0.2 -0.1 0.48
```
Forces are in eV/Å.